[1]
Here is C23H29Br2N5O4S3V as an isolated structure from OMol25. Energies are from ωB97M-V/def2-TZVPD.

```
! wB97M-V def2-TZVPD RIJCOSX def2/J DEFGRID3
* xyz 0 2
V -0.2688 0.0496 0.2399
C -2.5652 -4.6130 2.5462
C -1.1322 -4.3768 3.0064
N -0.1731 -4.2886 1.9044
C 0.4582 -5.5428 1.4711
C -0.1706 -6.1547 0.2255
C 0.0682 -3.1352 1.2407
S -0.7963 -1.7356 1.7526
N 0.9623 -3.2820 0.2379
C 1.3311 -2.3516 -0.6216
O 0.9331 -1.1494 -0.7289
C 2.3546 -2.7708 -1.6426
C 2.8115 -1.8481 -2.5766
C 3.7522 -2.2260 -3.5242
C 4.2379 -3.5264 -3.5447
C 3.7817 -4.4520 -2.6143
C 2.8432 -4.0733 -1.6661
H -3.2271 -4.6947 3.4103
H -2.6492 -5.5334 1.9669
H -2.9103 -3.7807 1.9331
H -0.8019 -5.1928 3.6487
H -1.0754 -3.4626 3.5927
H 0.3698 -6.2350 2.3078
H 1.5159 -5.3593 1.3029
H -1.1938 -6.4851 0.4104
H 0.4106 -7.0234 -0.0914
H -0.1801 -5.4350 -0.5926
H 2.4222 -0.8392 -2.5524
H 4.1056 -1.5033 -4.2497
H 4.9716 -3.8200 -4.2858
H 4.1570 -5.4676 -2.6273
H 2.4757 -4.7807 -0.9347
Br -2.6537 -0.9058 -1.3083
C -2.5966 0.5550 -2.5619
Br -1.2577 0.3327 -3.9236
H -2.3570 1.4460 -1.9940
H -3.5596 0.6154 -3.0477
C 1.8974 1.7482 2.1766
O 1.4441 0.5136 1.6038
H 2.7302 1.5596 2.8538
H 1.0903 2.2573 2.7018
H 2.2454 2.3671 1.3520
H 1.1034 -0.0628 2.3016
N -6.1151 6.2847 0.7064
C -5.2279 5.2865 1.0577
C -5.2773 4.0388 0.4197
C -4.3653 3.0553 0.7368
C -3.3848 3.2949 1.6952
C -3.3286 4.5231 2.3358
C -4.2460 5.5114 2.0245
S -2.2034 2.0425 2.0580
O -1.3083 2.5951 3.0480
O -2.9000 0.8217 2.3453
N -1.4341 1.7843 0.6539
C -0.4670 2.6529 0.1827
S -0.1981 4.2631 0.7261
C 1.0827 4.3945 -0.4323
C 1.2105 3.2305 -1.1063
N 0.3216 2.2276 -0.7802
H -6.9535 6.0151 0.2240
H -6.2261 7.0537 1.3426
H -6.0443 3.8492 -0.3229
H -4.4180 2.0848 0.2562
H -2.5657 4.6957 3.0839
H -4.2024 6.4676 2.5329
H 1.6608 5.2954 -0.5547
H 1.9298 3.0533 -1.8936
*
```

Summary:
LUMO energy (spin up / spin down)	0.369 / 0.418	eV
HOMO-LUMO gap (spin up / spin down)	7.1 / 6.6	eV
HOMO (spin up / spin down)	-6.779 / -6.187	eV
molecular weight	746.47	g mol⁻¹


[2]
Here is a 2-piece molecular cluster, C9H13NO2 overall from OMol25. Energies are from ωB97M-V/def2-TZVPD.

```
! wB97M-V def2-TZVPD RIJCOSX def2/J DEFGRID3
* xyz 1 2
C -4.7827 -1.2407 -1.3369
C -3.9202 -0.5022 -0.3585
O -4.2218 -0.4398 0.8077
N -2.8010 0.1272 -0.8489
H -5.5490 -0.7006 -1.9110
H -5.3227 -2.0511 -0.8538
H -2.2452 0.6511 -0.2133
H -2.8068 0.2884 -1.8374
H -4.3666 -1.7210 -2.2453
C 4.2138 1.7374 1.1367
C 0.9343 -0.7975 0.1763
C 1.6069 -0.0689 -0.8766
C 1.1592 -0.5156 1.5406
C 2.5121 0.8564 -0.4796
C 2.1151 0.4136 1.8900
C 2.9113 1.0096 0.8649
O -0.1595 -1.4572 -0.1142
H -0.2154 -1.9209 -0.9794
H 1.3430 -0.1190 -1.9181
H 0.5440 -1.0093 2.2773
H 3.1412 1.3954 -1.1810
H 2.3019 0.5522 2.9428
H 4.0539 2.7256 1.5578
H 4.7485 1.7015 0.1893
H 4.8058 1.0854 1.7708
*
```

Summary:
LUMO energy (spin up / spin down)	-4.059 / -7.527	eV
relative energy (zero: lowest compared OMol25 entry of this formula, charge and spin)	135.6	kJ/mol
HOMO-LUMO gap (spin up / spin down)	8.3 / 4.8	eV
HOMO (spin up / spin down)	-12.328 / -12.327	eV
molecular weight	167.21	g mol⁻¹


[3]
Here is a 2-piece molecular cluster, C7H6F3NO3S overall from OMol25. Energies are from ωB97M-V/def2-TZVPD.

```
! wB97M-V def2-TZVPD RIJCOSX def2/J DEFGRID3
* xyz 0 1
C -2.0320 -0.5798 -1.9951
C -0.9101 0.1863 -1.8037
C -2.9185 -0.6358 -0.9999
C -0.9148 0.7951 -0.5744
C 1.7495 1.5471 2.5027
C 0.0305 1.8130 0.0997
C 0.8751 2.5835 -0.8929
N 1.6808 0.5831 1.6721
O 1.6015 0.6400 0.4380
O 1.3113 -0.6533 2.1683
O -0.1514 2.4092 1.1536
F 0.0582 3.2268 -1.6778
F 1.6871 1.8819 -1.7297
F 1.5753 3.5286 -0.2139
S -2.3956 0.4243 0.3098
H -2.3578 -0.9438 -2.9657
H -0.1086 0.2675 -2.5633
H -3.7458 -1.2728 -0.9119
H 2.1092 2.4795 2.2857
H 1.8302 1.2380 3.5776
H 0.9035 -1.2270 1.4883
*
```

Summary:
LUMO energy	0.218	eV
relative energy (zero: lowest compared OMol25 entry of this formula, charge and spin)	3.0	kJ/mol
HOMO-LUMO gap	9.4	eV
HOMO	-9.162	eV
molecular weight	241.19	g mol⁻¹


[4]
Here is C37H36CdN2O7P as an isolated structure from OMol25. Energies are from ωB97M-V/def2-TZVPD.

```
! wB97M-V def2-TZVPD RIJCOSX def2/J DEFGRID3
* xyz -1 1
Cd -0.3922 -0.8062 -0.7911
C -1.6988 4.7245 0.1202
C -1.0750 3.3672 0.4561
C -0.3150 3.4310 1.7795
C -0.2146 2.8796 -0.6890
C 1.1173 3.2494 -0.8365
C 1.8860 2.7806 -1.8993
C 1.3501 1.9202 -2.8461
C 2.1823 1.3514 -3.9645
C 0.0144 1.5574 -2.7037
C -0.7631 2.0339 -1.6538
H -2.3671 5.0492 0.9211
H -2.2742 4.6747 -0.8061
H -0.9217 5.4840 -0.0072
H -1.8788 2.6375 0.5770
H 0.4236 4.2379 1.7836
H 0.2014 2.4895 1.9729
H -1.0122 3.6173 2.5995
H 1.5818 3.8942 -0.0996
H 2.9302 3.0682 -1.9691
H 2.2095 0.2609 -3.9100
H 3.2078 1.7200 -3.9174
H 1.7693 1.6175 -4.9401
H -0.4237 0.8568 -3.4074
H -1.7947 1.7149 -1.5527
O -2.9833 0.7398 2.0820
C -1.8566 0.2625 2.0331
O -1.0876 0.2137 1.0105
C -1.2362 -0.3138 3.3201
P 0.6039 -0.3602 3.2624
C 0.9757 -1.8892 2.3127
C 0.0152 -2.6807 1.6870
C 0.3860 -3.7547 0.8851
C 1.7272 -4.0648 0.7150
C 2.6933 -3.2944 1.3500
C 2.3187 -2.2151 2.1342
C 0.8880 -1.0085 4.9763
C 0.7166 -2.3435 5.3441
C 0.9118 -2.7510 6.6550
C 1.2790 -1.8288 7.6272
C 1.4537 -0.4986 7.2776
C 1.2648 -0.0978 5.9610
H -1.6573 -1.3051 3.5109
H -1.5305 0.3144 4.1629
H -1.0394 -2.4512 1.7734
H -0.3848 -4.3105 0.3675
H 2.0194 -4.8843 0.0708
H 3.7453 -3.5131 1.2075
H 3.0843 -1.5958 2.5905
H 0.4352 -3.0709 4.5914
H 0.7764 -3.7926 6.9205
H 1.4322 -2.1480 8.6509
H 1.7452 0.2266 8.0278
H 1.4154 0.9405 5.6853
O 1.2220 -1.8188 -2.1051
N 2.4271 -1.5446 -1.8408
N 2.5958 -0.6655 -0.9207
O 1.6347 -0.0858 -0.2606
C 3.9319 -0.3340 -0.5483
C 5.0262 -0.8825 -1.2100
C 6.3020 -0.5332 -0.8021
C 6.4926 0.3536 0.2515
C 5.3907 0.8923 0.8977
C 4.1033 0.5546 0.5037
H 4.8667 -1.5718 -2.0253
H 7.1563 -0.9589 -1.3135
H 7.4942 0.6204 0.5637
H 5.5269 1.5824 1.7209
H 3.2257 0.9550 0.9918
O -4.0627 -4.2060 -0.9578
C -4.3477 -3.7014 -2.1858
C -5.3882 -4.2454 -2.9386
C -5.7031 -3.7382 -4.1863
C -4.9843 -2.6695 -4.7015
C -3.9570 -2.1267 -3.9483
C -3.6125 -2.6243 -2.6946
C -2.4658 -1.9718 -1.9694
O -1.9390 -2.5416 -0.9859
O -2.0577 -0.8584 -2.4091
H -4.7006 -4.8994 -0.7605
H -5.9531 -5.0773 -2.5294
H -6.5145 -4.1792 -4.7524
H -5.2239 -2.2621 -5.6747
H -3.3830 -1.2857 -4.3125
*
```

Summary:
LUMO energy	2.590	eV
relative energy (zero: lowest compared OMol25 entry of this formula, charge and spin)	0.0	kJ/mol
HOMO-LUMO gap	8.1	eV
HOMO	-5.524	eV
molecular weight	764.09	g mol⁻¹